Entry 1:
Below is a structure of composition C18H25MnNSbSe4Si2, with properties calculated with the ωB97M-V functional and the def2-TZVPD basis.

The value obtained for the LUMO energy (spin up / spin down) is -0.0522 / -0.0482 Eh. For the HOMO energy (spin up / spin down), the calculation gives -8.119 / -7.865 eV. As for the multiplicity: 1. For the frontier orbital gap (spin up / spin down), the calculation gives 6.7 / 6.6 eV.

Positions of all 52 atoms, in Å:
Mn: 0.9208 -0.9448 -1.0075
C: 3.2038 1.6771 -1.5254
Si: 1.8988 1.1683 -0.2509
C: 2.7556 1.2829 1.4340
C: 0.6300 2.5532 -0.3835
C: 0.8992 3.8688 0.0052
C: 0.0251 4.8901 -0.3144
C: -1.1320 4.6111 -1.0324
C: -1.4171 3.3103 -1.3991
C: -0.5446 2.2685 -1.0719
Si: -0.9973 0.4506 -1.2516
C: -2.3150 0.2642 0.0919
C: -1.8345 0.1379 -2.9255
H: 3.6297 2.6273 -1.1995
H: 2.7603 1.8439 -2.5088
H: 4.0112 0.9532 -1.6245
H: 3.5641 2.0046 1.3138
H: 3.2006 0.3556 1.7884
H: 2.0882 1.6541 2.2058
H: 1.8073 4.1036 0.5446
H: 0.2425 5.9068 -0.0151
H: -1.8109 5.4124 -1.2909
H: -2.3350 3.1062 -1.9341
H: -3.0091 1.0981 -0.0195
H: -1.8771 0.3432 1.0847
H: -2.8894 -0.6568 0.0511
H: -2.8694 0.4797 -2.9133
H: -1.8491 -0.9207 -3.1890
H: -1.3165 0.6741 -3.7217
Se: 3.6415 -1.2522 -4.0563
Sb: 3.4070 -3.1781 -2.3347
Se: 1.4918 -0.5749 -3.3782
Se: 0.7785 -2.7226 -2.7869
Se: 3.2695 -1.8104 -0.3877
C: 0.8960 -0.8735 2.8232
C: -0.2103 -1.8409 2.5711
C: -0.8736 -2.4432 3.6294
C: -1.9019 -3.3429 3.4041
C: -2.2839 -3.6396 2.1065
C: -1.6549 -3.0541 1.0151
C: -2.1426 -3.3915 -0.3590
C: -0.6038 -2.1524 1.2598
N: 0.1154 -1.5888 0.2333
H: 0.8269 -0.4765 3.8333
H: 0.8583 -0.0427 2.1198
H: 1.8736 -1.3480 2.7046
H: -0.5776 -2.1995 4.6400
H: -2.4018 -3.8140 4.2387
H: -3.0875 -4.3401 1.9267
H: -2.4620 -4.4320 -0.4001
H: -1.3906 -3.2283 -1.1235
H: -3.0085 -2.7776 -0.6199

Forces on the atoms, in the same order (eV/Å):
0.763 -1.021 1.394
-0.039 -0.062 0.123
-0.066 -0.015 -0.388
0.070 -0.056 -0.220
0.279 -0.010 0.099
0.025 -0.032 -0.048
-0.015 0.074 0.020
-0.001 0.089 0.008
-0.013 -0.042 0.011
-0.227 -0.099 -0.107
-0.060 -0.072 -0.134
0.095 0.073 -0.171
0.062 0.068 0.139
0.065 0.113 0.013
-0.036 0.029 -0.025
0.015 -0.052 0.004
0.084 0.088 0.007
0.037 -0.053 -0.068
-0.092 0.081 0.075
0.108 0.011 0.072
0.014 0.042 0.016
-0.042 0.034 -0.023
-0.112 -0.052 -0.070
-0.090 0.070 -0.034
0.074 0.021 0.121
-0.023 -0.144 -0.040
-0.106 0.069 0.005
-0.001 -0.088 0.016
0.023 0.010 -0.056
0.029 0.055 -0.214
-0.091 -0.364 -0.452
-0.294 0.435 -0.151
0.014 -0.156 -0.252
-0.203 0.471 0.758
0.034 0.106 -0.014
-0.081 -0.036 0.305
-0.021 0.046 -0.084
0.017 -0.005 -0.031
0.060 0.082 -0.036
-0.112 -0.104 0.127
-0.042 0.010 -0.151
0.286 -0.210 -0.177
-0.310 0.789 -0.593
0.048 0.005 0.089
-0.091 -0.164 0.115
-0.033 0.004 -0.045
0.029 0.016 0.071
-0.038 -0.015 0.029
-0.060 -0.055 -0.007
-0.004 -0.026 -0.007
0.065 0.028 -0.007
0.010 0.012 -0.013

Entry 2:
Below is a structure of composition C18H25N2O2P2Pt, with properties calculated with the ωB97M-V functional and the def2-TZVPD basis.

The value obtained for the LUMO energy (spin up / spin down) is 0.0968 / 0.0921 Eh. For the HOMO energy (spin up / spin down), the calculation gives -1.960 / -4.058 eV. As for the multiplicity: 3. Its total charge is -1. For the frontier orbital gap (spin up / spin down), the calculation gives 4.6 / 6.6 eV. Its expectation value of S² is 2.015.

Positions of all 50 atoms, in Å:
Pt: 0.1626 0.2839 0.1673
N: -1.6304 0.6377 -1.3370
C: -1.3811 -0.2822 -2.4580
C: 0.0965 -0.2627 -2.8702
O: 0.3506 -0.4040 -4.0670
O: 0.9255 -0.1238 -1.9095
H: -2.5225 0.4665 -0.8939
H: -1.6139 1.6008 -1.6508
H: -1.9900 -0.0759 -3.3371
H: -1.5999 -1.2930 -2.1079
C: -1.9992 0.2029 3.5807
P: -0.8539 -0.3173 2.2304
C: -2.1256 -1.5883 1.5428
C: 0.3127 -1.5625 2.9226
C: -0.0581 -2.6237 3.7318
C: 0.9077 -3.4708 4.2737
C: 2.2464 -3.2611 3.9901
C: 2.6229 -2.2080 3.1579
C: 1.6690 -1.3553 2.6280
P: 2.0578 0.0362 1.4853
C: 3.2626 -0.8834 0.3903
C: 3.3020 1.1111 2.2878
H: -2.5722 -0.6561 3.9348
H: -2.6985 0.9415 3.1826
H: -1.4513 0.6553 4.4058
H: -2.5165 -2.3167 2.2683
H: -1.6478 -2.1241 0.7196
H: -2.9757 -1.0230 1.1431
H: -1.1056 -2.7958 3.9528
H: 0.6104 -4.2905 4.9167
H: 3.0009 -3.9169 4.4084
H: 3.6716 -2.0642 2.9196
H: 2.7635 -1.7777 0.0147
H: 4.2046 -1.1662 0.8751
H: 3.4753 -0.2511 -0.4737
H: 3.8853 0.5203 3.0004
H: 2.8414 1.9494 2.8071
H: 3.9706 1.4821 1.5117
N: 0.4509 0.9652 2.7819
C: 0.2326 2.3144 2.9445
C: -0.1823 3.1914 1.9179
C: -0.3685 4.5453 2.1654
C: -0.1483 5.0835 3.4271
C: 0.2710 4.2353 4.4482
C: 0.4598 2.8818 4.2172
H: -0.3334 2.7697 0.9341
H: -0.6850 5.1939 1.3555
H: -0.2942 6.1409 3.6123
H: 0.4555 4.6337 5.4401
H: 0.7901 2.2268 5.0160

Forces on the atoms, in the same order (eV/Å):
0.179 0.013 0.698
0.121 -0.021 0.002
-0.110 0.028 0.089
0.222 0.055 0.113
0.037 -0.054 0.101
-0.017 0.038 -0.315
-0.013 -0.009 0.026
0.000 0.022 -0.005
-0.070 0.040 -0.029
-0.032 -0.012 -0.005
0.010 0.047 0.012
-0.184 -0.207 -0.313
0.033 -0.074 0.050
0.111 0.154 0.056
0.033 -0.017 -0.009
-0.021 0.046 -0.033
0.005 0.036 -0.029
-0.003 -0.046 -0.013
-0.130 0.119 0.125
0.156 -0.569 -1.002
-0.009 0.026 0.088
-0.137 0.111 0.138
-0.003 0.024 0.001
-0.001 -0.012 0.019
-0.020 -0.009 -0.026
0.015 0.064 -0.051
-0.051 -0.020 0.001
0.030 -0.026 0.003
0.016 0.010 0.017
-0.010 -0.005 -0.002
-0.001 0.001 -0.008
-0.025 0.003 0.021
0.025 0.003 -0.018
-0.057 0.016 -0.006
0.016 0.000 0.023
-0.007 0.021 -0.025
-0.001 -0.038 -0.003
0.019 0.003 -0.016
-0.078 0.668 0.458
-0.077 -0.357 -0.224
0.002 0.045 0.177
0.016 -0.087 0.015
-0.004 -0.010 0.003
0.021 -0.130 -0.017
0.008 0.139 0.052
-0.013 0.008 -0.105
0.000 -0.026 -0.012
0.008 -0.021 -0.010
-0.003 -0.005 -0.005
-0.005 0.014 -0.008

Entry 3:
Below is the molecule C18H25N3O3, with properties calculated with the ωB97M-V functional and the def2-TZVPD basis.

The value obtained for the LUMO energy is 0.0250 Eh. For the HOMO energy, the calculation gives -9.234 eV. As for the multiplicity: 1. For the frontier orbital gap, the calculation gives 9.9 eV.

Positions of all 49 atoms, in Å:
C: -4.1999 3.6270 3.2360
H: -4.5897 4.3584 3.9404
H: -4.8053 3.6615 2.3326
H: -4.3043 2.6406 3.6790
C: -2.7343 3.9438 2.9056
C: -2.2228 2.9241 1.9016
C: -2.2316 1.5704 2.2352
C: -1.7866 0.6032 1.3568
C: -1.3070 0.9665 0.1017
C: -1.2671 2.3158 -0.2308
C: -1.7261 3.2757 0.6510
H: -1.6846 4.3085 0.3472
H: -0.8741 2.6002 -1.1953
C: -0.7890 -0.0176 -0.8775
O: 0.1222 0.2017 -1.6472
N: -1.4836 -1.2053 -0.9185
N: -0.9069 -2.2655 -1.6077
C: 0.2858 -2.7665 -1.1853
O: 0.7403 -2.5528 -0.0840
C: 0.9123 -3.7133 -2.2101
O: 0.3077 -4.7151 -2.5594
N: 2.1163 -3.3548 -2.6696
C: 2.8340 -2.1556 -2.2978
H: 2.1777 -1.4638 -1.7713
C: 4.0430 -2.5287 -1.4413
C: 4.9323 -3.5062 -2.2071
C: 4.1214 -4.7253 -2.6424
C: 2.9028 -4.2851 -3.4536
H: 2.2651 -5.1357 -3.7004
H: 3.2203 -3.7902 -4.3777
H: 4.7348 -5.3986 -3.2429
H: 3.7787 -5.2695 -1.7603
H: 5.7696 -3.8201 -1.5817
H: 5.3413 -3.0081 -3.0899
H: 4.5985 -1.6268 -1.1830
H: 3.6878 -2.9885 -0.5176
H: 3.1708 -1.6689 -3.2209
H: -1.1964 -2.3959 -2.5686
H: -2.0858 -1.4578 -0.1452
H: -1.7755 -0.4298 1.6742
H: -2.5885 1.2564 3.2043
C: -2.6632 5.3791 2.3777
H: -3.2670 5.4974 1.4810
H: -1.6374 5.6661 2.1593
H: -3.0478 6.0612 3.1331
C: -1.8820 3.8588 4.1799
H: -2.2177 4.5987 4.9031
H: -0.8372 4.0527 3.9469
H: -1.9515 2.8775 4.6407

Forces on the atoms, in the same order (eV/Å):
0.167 0.045 -0.044
-0.057 0.081 0.097
-0.099 -0.004 -0.074
-0.041 -0.118 0.053
-0.077 0.152 0.147
0.038 -0.034 -0.054
-0.036 0.007 0.017
0.038 -0.003 -0.143
0.030 0.364 0.213
0.042 -0.271 -0.106
-0.024 -0.002 0.051
-0.019 0.127 -0.003
0.052 0.020 -0.079
0.125 -0.074 -0.322
-0.006 0.137 0.076
0.018 -0.713 -0.089
-0.535 0.420 -0.024
-0.204 -0.104 0.298
0.164 -0.018 -0.112
-0.030 -0.034 -0.165
-0.200 -0.019 0.167
0.136 0.056 -0.158
0.182 0.355 0.462
0.031 -0.016 -0.119
0.042 0.093 -0.269
-0.080 -0.135 0.254
0.055 0.213 -0.203
-0.022 -0.559 -0.026
0.094 0.142 -0.064
-0.039 -0.018 0.016
-0.013 -0.067 0.008
-0.020 -0.080 0.007
0.071 0.031 -0.054
0.075 0.020 -0.039
0.002 0.039 0.052
-0.031 0.038 0.063
-0.055 0.016 0.048
0.067 0.068 0.208
0.151 0.009 -0.211
0.003 -0.103 0.032
-0.032 -0.011 0.111
0.003 -0.256 0.053
-0.036 0.066 -0.125
0.103 0.081 -0.069
-0.032 0.053 0.067
-0.093 0.017 -0.147
-0.040 0.081 0.104
0.122 0.019 0.017
0.011 -0.111 0.077